*w*
ORCA calculation (ωB97M-V/def2-TZVPD) on the molecule C3H5N3S.

Element x y z (Å)
C -0.06 -1.71 -0.54
N -0.20 -0.46 0.09
C -1.20 0.42 0.04
N -0.92 1.65 0.33
N 0.46 1.81 0.52
S 1.00 3.20 1.05
C 1.08 0.72 0.40
H -0.66 -2.50 0.01
H -0.39 -1.45 -1.52
H 0.90 -2.12 -0.77
H -2.11 0.12 -0.25
H 2.09 0.32 0.64

The SMILES is Cn1cn[n+]([S-])c1. For the HOMO-LUMO gap, the calculation gives 0.2972 hartree.

=====

*x*
ORCA calculation (ωB97M-V/def2-TZVPD) on a structure of composition C3H5N3S.

Element x y z (Å)
C 1.59 1.84 1.16
C 1.09 -0.34 -0.63
C -1.06 -0.46 0.52
H 2.45 1.79 0.26
H 1.73 2.55 2.10
H 1.46 -1.52 0.02
H 1.54 1.19 -1.90
H -1.43 0.01 1.49
N 0.55 1.03 1.31
N 0.16 0.20 0.21
N 1.72 0.18 -1.64
S -2.03 -1.26 -0.46

For the HOMO-LUMO gap, the calculation gives 0.3272 hartree.

=====

Stability comparison, relative energies in kcal/mol: *w* 0.0; *x* 10.2

=====

*w*
ORCA calculation (ωB97M-V/def2-TZVPD) on the molecule C2H3N3.

Element x y z (Å)
N -0.93 0.46 0.15
C -0.12 -0.30 0.80
C 0.83 -0.50 -0.46
N -0.44 0.51 -1.16
N 1.14 0.65 -0.99
H -1.71 1.04 0.44
H -0.03 -0.38 1.88
H 1.27 -1.48 -0.67

For the HOMO-LUMO gap (alpha / beta), the calculation gives 0.2825 / 0.2822 hartree.

=====

*x*
ORCA calculation (ωB97M-V/def2-TZVPD) on the molecule C2H3N3.

Element x y z (Å)
N 1.23 -0.12 0.29
C -1.20 -1.26 -0.96
N -1.11 -0.18 -0.54
N -0.80 0.98 -0.14
C 0.53 0.94 0.29
H 2.17 0.06 0.63
H -1.38 -2.31 -0.87
H 0.86 1.93 0.63

For the HOMO-LUMO gap (alpha / beta), the calculation gives 0.3574 / 0.3574 hartree.

=====

Stability comparison, relative energies in kcal/mol: *w* 85.3; *x* 0.0

=====

*w*
ORCA calculation (ωB97M-V/def2-TZVPD) on the molecule C2H3N3.

Element x y z (Å)
C -0.74 0.72 0.16
C -0.75 -0.69 -0.04
N 0.50 -1.11 -0.05
N 1.20 -0.01 0.09
N 0.53 1.11 0.21
H -1.50 1.48 0.30
H -1.44 -1.43 -0.42
H 2.20 -0.07 0.02

The SMILES is c1cn[nH]n1. For the HOMO-LUMO gap, the calculation gives 0.4199 hartree.

=====

*x*
ORCA calculation (ωB97M-V/def2-TZVPD) on the molecule C2H3N3.

Element x y z (Å)
C 0.12 0.32 -0.82
C 0.22 -0.99 -1.04
N 0.00 1.35 -0.23
N -0.30 0.87 1.37
N -0.28 -0.26 1.62
H -0.38 -1.64 -1.65
H 1.20 -1.30 -1.16
H -0.58 1.65 1.91

For the HOMO-LUMO gap, the calculation gives 0.3411 hartree.

=====

*y*
ORCA calculation (ωB97M-V/def2-TZVPD) on a cluster of 2 separate species, C2H3N3 in total.

Element x y z (Å)
C 0.20 -0.54 -0.41
C 0.04 0.43 0.67
N -0.55 1.72 0.57
N -1.18 0.90 1.22
N -0.43 -0.36 -1.48
H 0.90 -1.35 -0.18
H 1.33 0.25 1.82
H -0.29 -1.06 -2.20

For the HOMO-LUMO gap, the calculation gives 0.3956 hartree.

=====

*z*
ORCA calculation (ωB97M-V/def2-TZVPD) on a cluster of 2 separate species, C2H3N3 in total.

Element x y z (Å)
N 1.67 0.77 -0.20
N 0.51 1.05 0.10
C -0.65 1.32 0.21
C -0.78 -1.59 -0.42
N 0.32 -1.91 -0.39
H 1.88 -0.17 0.14
H -1.14 1.84 1.02
H -1.82 -1.31 -0.46

For the HOMO-LUMO gap, the calculation gives 0.3731 hartree.

=====

Stability comparison, relative energies in kcal/mol: *w* 0.0; *x* 84.6; *y* 98.8; *z* 64.1